[1]
17
Properties=species:S:1:pos:R:3:forces:R:3:lowdin_charge:R:1 method="wB97M-V/def2-TZVPD" spin_multiplicity=1 relative_energy_kj_mol=120.5 e_homo_ha=-0.299 smiles="C=CNC.O.O" total_energy_ha=-326.085594
C 1.734438 -1.374524 -0.299776 0.46 -1.13 -0.34 -0.037
C 0.718831 -1.024636 0.482478 -0.22 0.66 0.34 -0.262
N 0.539695 0.165123 1.167351 -0.10 -0.36 -0.80 -0.089
C -0.645052 0.250119 1.991740 -0.50 -0.22 0.05 -0.125
H 2.522672 -0.781182 -0.745521 0.14 0.46 0.68 0.050
H 1.890892 -2.439944 -0.442050 -0.49 0.13 -0.65 0.047
H -0.146828 -1.670881 0.599282 0.51 -0.60 0.44 0.119
H 0.865703 0.971247 0.663882 -0.11 0.41 0.36 0.114
H -0.566623 -0.499171 2.785907 0.25 0.41 0.27 0.080
H -1.587111 -0.016152 1.497489 0.18 0.33 -0.43 0.065
H -0.741940 1.256591 2.384786 0.01 -0.05 0.26 0.081
H -2.798029 0.825554 -1.572318 0.26 -0.01 -0.04 0.038
H -1.247879 0.900854 -1.368433 -0.50 -0.51 -0.09 -0.019
O -2.104639 0.878194 -0.906565 -0.06 0.25 0.25 -0.075
H 0.991602 0.373850 -1.664597 -0.26 -0.36 -0.27 0.006
H 0.264382 1.576175 -2.257315 0.22 -0.18 -0.35 0.061
O 0.309886 0.608790 -2.316343 0.22 0.78 0.33 -0.056



[2]
12
Properties=species:S:1:pos:R:3:forces:R:3:lowdin_charge:R:1 method="wB97M-V/def2-TZVPD" spin_multiplicity=1 relative_energy_kj_mol=45.5 e_homo_ha=-0.305 smiles=CCSC total_energy_ha=-517.263250
C 1.535681 0.974726 0.482055 0.45 1.09 1.50 -0.231
C 0.867994 -0.323861 0.673514 -1.32 0.18 1.24 -0.551
C -0.886141 -0.661679 -1.403511 -0.50 -1.61 -1.27 -0.473
H 1.602242 1.283011 -0.507851 -0.29 0.61 -1.97 0.044
H 2.543520 0.890730 0.792933 1.33 0.18 0.68 0.057
H 1.018207 1.773861 1.081875 0.61 -0.78 -0.61 0.090
H 0.895096 -0.493967 1.769260 -0.21 -0.49 -0.64 0.080
H 1.257580 -1.184575 0.145337 0.12 -0.04 -0.13 0.078
H -1.763735 -0.348804 -1.996655 0.40 0.36 0.49 0.038
H -1.005675 -1.775211 -1.386045 0.36 0.76 0.13 0.043
H 0.017131 -0.425829 -1.971591 -0.10 0.10 0.04 0.036
S -0.854348 0.021604 0.222525 -0.85 -0.36 0.55 0.789



[3]
33
Properties=species:S:1:pos:R:3:forces:R:3:lowdin_charge:R:1 method="wB97M-V/def2-TZVPD" spin_multiplicity=5 s2=6.005 e_homo_ha="-0.106 / -0.286" total_charge=-1 total_energy_ha=-5631.625752
V 34.435965 -5.347445 20.584525 0.11 0.87 -0.50 0.364
P 33.178803 -6.294832 22.936281 -1.47 -1.26 1.84 0.219
F 32.548991 -6.213905 21.447413 -1.54 0.35 -0.28 -0.219
F 32.404008 -7.760495 23.090510 1.49 1.38 0.34 -0.167
F 34.458297 -6.885771 22.169222 1.19 -2.00 0.73 -0.247
F 33.985155 -6.425560 24.388362 -1.37 0.13 -1.78 -0.169
F 33.880342 -4.853746 22.611284 -0.47 0.92 0.85 -0.269
F 31.910537 -5.533234 23.554201 0.66 -0.36 0.21 -0.122
C 33.209603 -5.130331 16.534228 0.84 0.08 0.15 -0.597
F 32.619193 -4.397282 15.575210 1.04 -0.06 0.45 0.135
F 32.260047 -5.910726 17.013817 0.26 -0.24 0.22 0.104
F 34.237452 -5.869391 16.036777 -1.48 0.80 0.24 0.088
S 33.920367 -4.073185 18.050996 0.36 1.45 0.26 0.699
O 34.128243 -2.673024 17.675902 0.06 -2.38 -0.19 -0.289
O 32.956086 -4.225453 19.105502 -0.86 -0.87 0.64 -0.345
N 35.252721 -4.977570 18.757898 -1.45 1.98 -3.72 -0.432
S 36.510531 -4.350003 17.978376 1.15 -0.39 -2.67 0.601
O 36.309101 -4.016512 16.523992 0.30 -1.24 3.50 -0.326
O 37.142914 -3.367757 18.792365 0.79 0.27 0.23 -0.293
C 37.614226 -5.926990 17.967632 -1.46 0.76 -0.18 -0.620
F 37.239102 -6.699355 16.942511 0.36 0.13 0.21 0.123
F 38.869860 -5.508510 17.771574 -0.21 -0.76 0.56 0.126
F 37.433203 -6.664394 19.093487 0.94 0.82 -0.80 0.083
C 33.132384 -9.164303 18.590036 0.30 -0.13 0.59 -0.962
Cl 33.938900 -7.779638 19.403973 -0.01 -0.28 -0.48 0.611
Cl 32.962609 -8.905778 16.864186 -0.13 -0.13 -0.31 0.537
H 33.786040 -10.023561 18.740114 -0.33 0.05 0.00 0.021
H 32.156918 -9.270087 19.064774 0.17 -0.12 -0.25 0.032
C 37.342041 -4.109013 23.185326 -0.42 0.35 0.16 -0.892
Cl 35.959221 -3.568090 24.207762 0.96 -0.21 -0.17 0.525
Cl 36.741971 -5.060047 21.780612 0.98 0.31 0.30 0.625
H 37.854347 -3.213020 22.834846 -0.27 -0.18 -0.20 0.028
H 38.052003 -4.717939 23.745007 -0.46 -0.07 0.08 0.029



[4]
53
Properties=species:S:1:pos:R:3:forces:R:3:lowdin_charge:R:1 method="wB97M-V/def2-TZVPD" spin_multiplicity=2 s2=0.768 relative_energy_kj_mol=106.0 e_homo_ha="-0.372 / -0.371" total_charge=+1 total_energy_ha=-2419.159240
Ru 0.018180 -0.177775 0.327134 -0.42 -0.63 -0.22 1.384
C -0.603977 -2.832969 3.535725 0.18 0.17 -0.03 -0.025
C 0.125202 -1.828458 2.902962 -0.04 -0.20 0.34 -0.096
N -0.448008 -1.529299 1.737197 0.33 0.17 0.24 -0.125
N -1.523069 -2.316110 1.593041 -0.57 -0.50 0.05 -0.019
C -1.641487 -3.114005 2.664105 0.14 0.19 -0.03 -0.036
B -2.434349 -2.223904 0.343768 0.34 0.16 0.09 -0.485
N -2.929178 -0.757503 0.264500 -0.46 -0.17 -0.03 -0.017
C -4.189331 -0.306834 0.206258 0.06 0.17 0.05 -0.039
C -4.161247 1.076239 0.205459 0.14 0.04 0.01 -0.029
C -2.806309 1.394704 0.269252 -0.24 0.15 0.06 -0.156
N -2.077787 0.277244 0.302159 1.11 -0.16 -0.05 -0.075
N -1.588924 -2.531013 -0.897337 -0.21 -0.21 -0.08 -0.031
C -1.743006 -3.501444 -1.814393 0.16 0.06 -0.07 -0.049
C -0.698052 -3.420718 -2.712284 0.00 0.09 0.06 -0.033
C 0.072483 -2.346852 -2.259187 0.15 0.03 -0.10 -0.106
N -0.480637 -1.823601 -1.174200 0.27 1.33 1.47 -0.009
H -0.412117 -3.281524 4.493359 0.03 -0.03 -0.01 0.106
H 1.015526 -1.311969 3.220557 0.02 0.01 -0.03 0.118
H -2.450498 -3.818023 2.753020 -0.04 0.00 -0.10 0.133
H -3.353851 -2.969126 0.445897 -0.09 -0.06 -0.04 0.126
H -5.030609 -0.977621 0.188428 0.06 -0.11 -0.03 0.134
H -4.997573 1.750471 0.166510 0.00 0.01 0.01 0.107
H -2.343114 2.368572 0.302921 0.09 -0.03 -0.07 0.111
H -2.574255 -4.183677 -1.769916 -0.03 0.02 0.06 0.130
H -0.516288 -4.043757 -3.569006 0.01 -0.01 0.00 0.105
H 0.989943 -1.944671 -2.656641 0.02 0.03 0.00 0.118
Cl 4.958140 -1.239190 0.012497 0.23 -0.24 0.23 0.761
C 4.067697 -0.145191 -0.939761 -2.14 0.10 0.42 -0.603
C 4.677872 0.599992 -1.928169 -0.37 0.94 -0.96 -0.114
C 3.944907 1.493441 -2.700770 -0.11 -0.55 0.67 -0.615
Cl 4.756855 2.386796 -3.908092 0.24 0.35 -0.45 0.742
C 2.542609 1.680009 -2.508387 1.10 -0.31 0.04 -0.170
C 1.744378 2.558749 -3.238764 -1.03 0.00 0.12 0.020
C 0.383471 2.607134 -2.956562 0.87 0.46 -0.76 -0.023
C -0.144327 1.815625 -1.962028 0.01 -1.03 0.99 -0.087
N 0.609619 0.994429 -1.211815 -0.51 1.13 -1.03 -0.054
C 1.930155 0.908564 -1.497252 0.79 -0.26 0.36 -0.164
C 2.662110 -0.012464 -0.685345 2.37 0.92 -1.38 -0.425
O 2.074103 -0.658998 0.234030 -2.42 -0.72 1.43 -0.177
H 5.737710 0.497513 -2.112786 0.02 -0.04 0.03 0.114
H 2.164808 3.168902 -4.024243 0.07 0.01 0.00 0.105
H -0.261992 3.255525 -3.530896 -0.07 0.00 0.06 0.117
H -1.200520 1.797486 -1.737040 -0.03 0.12 -0.06 0.096
N -0.463344 2.208458 2.633690 -0.32 0.12 0.08 0.003
C 0.138507 3.110198 3.431531 0.16 -0.04 -0.02 -0.065
C 1.492700 2.986173 3.224384 -0.05 -0.05 -0.05 -0.035
C 1.618106 1.968190 2.268875 0.14 0.12 0.12 -0.117
N 0.424501 1.510185 1.923082 0.14 -1.37 -1.31 -0.046
H -1.447462 2.020682 2.538765 0.00 -0.07 0.01 0.141
H -0.421536 3.762740 4.078067 -0.07 -0.03 0.00 0.128
H 2.281375 3.544669 3.694469 0.00 0.02 0.01 0.108
H 2.511890 1.554006 1.833231 -0.02 -0.08 -0.06 0.115